Record 1
Computed, not measured: a cluster of 16 separate species, C21H70ClFN2O17Si in total in a non-equilibrium geometry, with wB97M-V/def2-TZVPD.

Values from the calculation:
DFT total energy: -3080.02639 a.u.
M: 705.325 g/mol
Maximum force: 1.705 eV/A
Energy relative to the best compared isomer or geometry (same formula, charge and spin): 8.70 kcal/mol
HOMO: -9.2682 eV
Charge: 0
HOMO-LUMO gap: 9.119 eV

Geometry as XYZ:
```
113
Properties=species:S:1:pos:R:3:forces:R:3
C -4.951 -1.790 1.204 0.50 -0.14 -0.21
C -4.314 -2.663 0.415 -0.59 0.80 0.64
C -2.832 -2.635 0.238 0.15 -0.73 -0.20
Si -2.265 -1.958 -1.418 0.01 0.08 0.40
Cl -2.816 -3.168 -2.996 0.06 0.21 0.28
C -2.742 -0.164 -1.706 -0.17 0.17 -0.67
N -3.717 0.066 -2.778 -0.15 0.02 0.46
C -0.320 -2.067 -1.391 -0.49 0.09 -0.38
O 0.320 -2.179 -2.404 0.05 -0.32 0.61
N 0.347 -2.052 -0.079 -0.29 0.51 -1.05
C 0.600 -0.828 0.482 1.28 -0.85 0.75
O 1.536 -0.629 1.193 -0.02 0.53 0.24
F -0.242 0.151 0.181 -0.74 -0.08 -0.35
H -4.389 -1.193 1.912 0.04 0.38 -0.21
H -6.014 -1.617 1.159 -0.20 -0.46 0.25
H -4.903 -3.401 -0.109 0.10 0.13 -0.60
H -2.406 -3.641 0.319 0.11 -0.06 0.02
H -2.341 -2.036 1.006 -0.03 0.16 0.10
H -1.816 0.362 -1.946 0.15 0.00 0.03
H -3.104 0.289 -0.782 0.01 -0.19 0.26
H -4.080 -0.775 -3.193 0.01 -0.04 -0.19
H -3.380 0.696 -3.482 0.06 -0.04 -0.19
H 1.208 -2.591 -0.070 0.05 -0.07 -0.03
C -0.470 2.631 3.078 -0.11 -0.25 0.25
O -0.134 1.431 3.771 -0.12 0.01 0.02
H -1.253 3.146 3.637 -0.04 -0.14 0.03
H 0.396 3.275 2.997 -0.03 0.17 -0.10
H -0.845 2.387 2.082 -0.06 0.25 -0.05
H 0.554 1.005 3.251 0.09 -0.08 0.10
C 1.703 4.063 0.007 -0.07 -0.33 -0.06
O 1.492 3.068 1.007 0.23 0.19 -0.15
H 2.033 4.973 0.501 0.01 -0.02 0.05
H 2.469 3.744 -0.700 0.01 0.10 -0.04
H 0.775 4.267 -0.535 0.04 0.10 -0.04
H 1.207 2.260 0.571 0.08 -0.06 -0.06
C -3.299 4.912 5.668 0.23 -0.32 0.00
O -2.960 3.722 6.378 -0.10 0.16 0.02
H -4.077 5.425 6.225 -0.01 -0.01 0.02
H -2.428 5.568 5.584 -0.09 0.10 -0.07
H -3.677 4.669 4.671 -0.02 0.15 -0.03
H -2.271 3.272 5.882 0.06 -0.06 0.03
C 4.182 -2.457 -3.487 -0.43 -0.09 0.11
O 3.268 -2.902 -2.482 0.33 -0.08 0.07
H 5.142 -2.264 -3.015 0.00 -0.01 0.03
H 4.308 -3.225 -4.254 0.11 0.06 -0.05
H 3.810 -1.534 -3.942 0.14 0.04 -0.03
H 2.420 -3.065 -2.902 -0.12 0.15 0.02
C 4.131 4.935 -2.770 0.26 0.08 0.10
O 4.319 6.026 -1.876 -0.17 -0.03 -0.02
H 3.160 5.044 -3.247 -0.04 0.07 0.06
H 4.908 4.933 -3.538 -0.04 -0.12 -0.04
H 4.157 3.986 -2.227 -0.02 -0.08 -0.14
H 5.183 5.910 -1.473 0.10 0.03 -0.05
C 4.629 0.432 -0.952 -0.27 -0.26 0.17
O 3.306 0.362 -1.471 0.06 0.36 -0.22
H 5.228 1.048 -1.619 -0.06 0.00 -0.07
H 4.631 0.880 0.046 0.10 0.02 0.00
H 5.058 -0.572 -0.899 0.18 0.08 0.02
H 2.793 -0.183 -0.873 0.03 -0.15 0.10
C -5.009 -6.540 -1.779 0.16 0.07 0.08
O -4.694 -5.439 -0.926 -0.07 -0.28 -0.08
H -5.998 -6.364 -2.192 0.00 0.05 -0.02
H -4.291 -6.614 -2.598 -0.05 -0.02 -0.05
H -5.016 -7.479 -1.219 -0.04 -0.02 -0.04
H -3.817 -5.599 -0.570 0.06 0.05 0.05
C -5.895 6.850 8.038 0.23 0.26 0.04
O -5.475 7.998 7.306 -0.13 -0.15 -0.08
H -6.596 6.299 7.417 -0.01 0.02 -0.03
H -5.040 6.209 8.270 -0.09 -0.11 0.06
H -6.392 7.143 8.967 -0.05 -0.11 0.01
H -4.855 8.485 7.852 0.05 0.06 0.01
C -7.810 -5.232 0.254 0.18 0.14 0.19
O -7.515 -4.123 1.097 -0.19 0.01 -0.12
H -8.803 -5.075 -0.165 -0.03 0.03 0.06
H -7.084 -5.291 -0.555 -0.06 -0.13 -0.06
H -7.810 -6.165 0.824 -0.04 -0.06 -0.10
H -6.637 -4.255 1.466 0.08 0.06 -0.01
C 7.309 -4.312 -1.987 0.21 0.34 0.09
O 7.899 -3.153 -2.563 -0.05 -0.09 -0.08
H 6.683 -4.787 -2.737 0.01 0.04 -0.05
H 8.080 -5.018 -1.665 -0.10 -0.09 0.04
H 6.688 -4.028 -1.134 -0.10 -0.19 -0.01
H 8.444 -2.740 -1.885 -0.02 0.06 0.06
C 8.027 6.472 -3.263 0.04 -0.13 0.13
O 7.578 5.246 -2.688 -0.12 0.14 -0.01
H 7.290 6.775 -4.001 -0.03 -0.02 0.00
H 8.112 7.255 -2.506 0.00 0.05 -0.05
H 8.993 6.342 -3.757 -0.01 0.05 -0.04
H 8.226 4.974 -2.034 0.04 -0.07 0.04
C -8.970 -3.396 -3.302 0.12 0.02 0.19
O -7.668 -3.404 -2.729 -0.09 -0.05 -0.08
H -8.858 -3.547 -4.373 0.02 -0.01 -0.01
H -9.587 -4.202 -2.894 -0.05 0.01 -0.06
H -9.471 -2.440 -3.131 -0.06 -0.02 -0.05
H -7.767 -3.269 -1.783 0.11 0.03 0.07
C -4.292 0.804 6.426 -0.15 -0.29 0.16
O -5.379 -0.116 6.309 0.08 0.12 -0.14
H -4.348 1.494 5.590 -0.06 0.01 -0.02
H -4.362 1.374 7.354 0.08 0.10 -0.05
H -3.333 0.279 6.390 0.05 0.09 -0.01
H -5.330 -0.723 7.050 -0.03 -0.06 0.05
C 8.442 -3.341 1.381 0.19 0.18 -0.02
O 8.903 -2.266 0.563 -0.17 -0.17 -0.09
H 7.675 -3.864 0.817 -0.01 -0.03 0.01
H 9.256 -4.034 1.605 -0.07 -0.06 0.04
H 8.005 -2.975 2.312 0.00 -0.03 0.01
H 9.582 -1.792 1.047 0.06 0.07 -0.01
C 5.639 0.129 -6.447 -0.31 -0.11 0.05
O 4.311 0.099 -6.963 0.15 0.07 -0.08
H 6.242 0.726 -7.126 -0.02 0.01 -0.03
H 5.656 0.590 -5.456 0.13 -0.02 0.01
H 6.056 -0.880 -6.393 0.12 0.05 0.05
H 3.776 -0.427 -6.365 -0.07 -0.02 0.03
```
Forces are in eV/Å.

Mulliken population analysis, charges in e, atoms 1 to 99:
1. C -1.128
2. C -0.005
3. C -0.596
4. Si 0.353
5. Cl -0.322
6. C -0.479
7. N -0.598
8. C 0.309
9. O -0.546
10. N -0.056
11. C 0.404
12. O -0.550
13. F 0.011
14. H 0.318
15. H 0.312
16. H 0.383
17. H 0.332
18. H 0.415
19. H 0.412
20. H 0.289
21. H 0.221
22. H 0.234
23. H 0.351
24. C 0.025
25. O -0.543
26. H -0.072
27. H 0.210
28. H 0.086
29. H 0.296
30. C -0.390
31. O -0.430
32. H 0.273
33. H -0.027
34. H 0.316
35. H 0.211
36. C -0.302
37. O -0.477
38. H -0.009
39. H 0.258
40. H 0.264
41. H 0.286
42. C -0.483
43. O -0.419
44. H 0.100
45. H 0.392
46. H 0.187
47. H 0.249
48. C -0.294
49. O -0.518
50. H 0.306
51. H 0.229
52. H -0.060
53. H 0.302
54. C -0.676
55. O -0.361
56. H 0.243
57. H 0.269
58. H 0.296
59. H 0.185
60. C -0.689
61. O -0.335
62. H 0.216
63. H 0.291
64. H 0.284
65. H 0.224
66. C -0.532
67. O -0.502
68. H 0.228
69. H 0.212
70. H 0.278
71. H 0.292
72. C -0.156
73. O -0.495
74. H 0.256
75. H -0.190
76. H 0.310
77. H 0.290
78. C -0.552
79. O -0.516
80. H 0.284
81. H 0.349
82. H 0.124
83. H 0.297
84. C -0.569
85. O -0.464
86. H 0.217
87. H 0.275
88. H 0.288
89. H 0.268
90. C -0.610
91. O -0.391
92. H 0.224
93. H 0.246
94. H 0.280
95. H 0.231
96. C -0.462
97. O -0.521
98. H 0.145
99. H 0.295

***

Record 2
Computed, not measured: a cluster of 2 separate species, C3H10O2S2 in total in a non-equilibrium geometry, with wB97M-V/def2-TZVPD.

Values from the calculation:
DFT total energy: -1067.12965 a.u.
M: 142.245 g/mol
Maximum force: 2.573 eV/A
Energy relative to the best compared isomer or geometry (same formula, charge and spin): 10.48 kcal/mol
HOMO: -8.5211 eV
Charge: 0
HOMO-LUMO gap: 8.863 eV

Geometry as XYZ:
```
17
Properties=species:S:1:pos:R:3:forces:R:3
O 1.237 -0.648 0.364 -0.11 0.08 0.24
C 0.485 -0.104 1.443 -0.14 0.46 -0.17
C -0.214 1.255 1.151 2.04 -0.92 -1.26
C -0.739 1.422 -0.276 -0.57 -0.69 -0.23
S 0.536 1.614 -1.577 0.60 0.38 -0.16
S 0.933 -0.045 -2.761 -0.76 -0.01 0.60
H 0.713 -1.405 0.067 0.19 -0.03 0.25
H 1.181 0.094 2.262 -0.15 -0.30 0.12
H -0.260 -0.841 1.732 -0.08 -0.06 0.29
H 0.601 1.980 1.171 -0.17 0.40 0.66
H -0.920 1.384 1.955 -0.47 0.51 -0.02
H -1.194 2.406 -0.392 -0.40 -0.16 0.17
H -1.435 0.630 -0.571 -0.09 0.26 -0.01
H 1.403 -0.859 -1.799 0.50 0.20 -0.10
O -0.789 -2.139 -0.583 -0.05 0.07 0.25
H -1.130 -3.006 -0.810 0.06 -0.06 -0.20
H -0.407 -1.739 -1.374 -0.39 -0.12 -0.43
```
Forces are in eV/Å.

Mulliken charges, unit e, in atom order:
1. O -0.527
2. C -0.529
3. C -0.424
4. C -0.648
5. S -0.029
6. S -0.229
7. H 0.380
8. H 0.298
9. H 0.331
10. H 0.262
11. H 0.360
12. H 0.370
13. H 0.288
14. H 0.177
15. O -0.596
16. H 0.271
17. H 0.247

***

Record 3
Computed, not measured: the molecule CH3NO2S in a non-equilibrium geometry, with wB97M-V/def2-TZVPD.

Values from the calculation:
DFT total energy: -643.20422 a.u.
M: 93.107 g/mol
Maximum force: 2.632 eV/A
Energy relative to the best compared isomer or geometry (same formula, charge and spin): 68.99 kcal/mol
HOMO: -10.1253 eV
Charge: 0
HOMO-LUMO gap: 9.675 eV

Geometry as XYZ:
```
8
Properties=species:S:1:pos:R:3:forces:R:3
O 0.449 -1.146 -1.446 0.43 1.62 1.70
N 0.724 -0.354 -0.534 1.92 0.69 -0.32
O 1.748 0.364 -0.448 -1.98 -1.55 -0.77
C -0.193 -0.245 0.662 -0.40 -0.05 -1.74
S -1.481 1.074 0.366 -0.11 -0.96 0.95
H -0.527 -1.279 0.714 -0.79 0.33 0.45
H 0.385 0.073 1.500 0.46 -0.01 0.35
H -1.105 1.513 -0.815 0.46 -0.06 -0.60
```
Forces are in eV/Å.

Mulliken charges, unit e, in atom order:
1. O -0.471
2. N 0.701
3. O -0.465
4. C -0.362
5. S -0.190
6. H 0.321
7. H 0.309
8. H 0.159